(1)
This record from the Open Molecules 2025 dataset describes a cluster of 10 separate species, C26H50Cl6O24 in total at a distorted geometry. The level of theory is ωB97M-V/def2-TZVPD.

Geometry (Å):
C 5.774 1.745 0.409
O 5.906 0.457 0.872
C 5.090 0.011 1.834
O 4.329 0.712 2.506
O 5.186 -1.279 1.845
C 4.291 -2.001 2.632
H 5.796 2.449 1.241
H 4.910 1.919 -0.232
H 6.668 1.946 -0.181
H 3.226 -2.006 2.400
H 4.260 -1.676 3.672
H 4.555 -3.058 2.586
C -0.025 6.270 -4.220
O -0.424 4.890 -4.017
C 0.390 3.864 -4.195
O 1.517 3.973 -4.681
O -0.163 2.812 -3.652
C 0.606 1.536 -3.442
H 0.527 6.380 -5.154
H 0.664 6.458 -3.397
H -0.867 6.961 -4.200
H 0.558 0.971 -4.373
H -0.007 1.012 -2.708
H 1.614 1.633 -3.039
C 3.272 -4.678 0.606
O 2.454 -4.961 1.717
C 1.471 -4.171 2.042
O 1.200 -3.097 1.439
O 0.923 -4.661 3.185
C -0.145 -3.887 3.696
H 2.822 -4.667 -0.386
H 3.956 -5.525 0.557
H 3.879 -3.776 0.690
H 0.150 -2.862 3.918
H -0.357 -4.372 4.649
H -1.119 -3.969 3.212
C -0.417 4.002 -0.290
O -1.145 3.145 0.540
C -2.076 3.599 1.370
O -2.285 4.813 1.646
O -2.795 2.535 1.801
C -4.078 2.718 2.447
H 0.507 3.536 -0.633
H -0.269 5.001 0.120
H -0.978 4.056 -1.223
H -3.976 2.425 3.492
H -4.867 2.076 2.054
H -4.432 3.735 2.276
C -2.763 -0.619 2.268
O -2.077 -1.153 3.399
C -2.097 -0.509 4.565
O -2.706 0.513 4.801
O -1.299 -1.171 5.383
C -0.953 -0.714 6.690
H -2.319 0.249 1.780
H -3.721 -0.265 2.647
H -2.966 -1.401 1.537
H -0.158 0.031 6.656
H -0.528 -1.498 7.315
H -1.805 -0.318 7.243
C 3.088 1.482 -6.031
O 3.320 0.597 -4.924
C 3.129 -0.691 -4.947
O 2.570 -1.313 -5.854
O 3.654 -1.175 -3.891
C 3.608 -2.510 -3.617
H 2.201 1.295 -6.636
H 3.854 1.381 -6.800
H 3.000 2.543 -5.795
H 3.119 -3.099 -4.393
H 3.008 -2.745 -2.738
H 4.592 -2.954 -3.469
C -3.417 -0.364 -2.196
O -3.309 1.028 -2.431
C -4.081 1.927 -1.694
O -4.848 1.618 -0.748
O -3.838 3.111 -2.163
C -4.307 4.315 -1.514
H -2.927 -0.881 -3.021
H -4.425 -0.752 -2.046
H -2.856 -0.577 -1.286
H -4.231 5.065 -2.301
H -3.609 4.636 -0.741
H -5.315 4.209 -1.114
C -1.428 -3.304 -0.451
O -2.821 -3.463 -0.527
C -3.311 -4.576 -1.040
O -2.686 -5.479 -1.666
O -4.644 -4.601 -0.688
C -5.459 -5.712 -1.020
H -1.069 -4.014 0.295
H -1.039 -2.443 0.092
H -0.975 -3.466 -1.429
H -4.929 -6.654 -0.880
H -5.904 -5.720 -2.015
H -6.399 -5.715 -0.468
C 1.487 0.210 0.539
Cl -0.280 0.111 0.073
Cl 2.029 1.842 0.670
Cl 2.493 -0.613 -0.719
H 1.656 -0.324 1.473
C 1.793 1.540 4.400
Cl 2.635 2.223 5.753
Cl 0.181 2.216 4.225
Cl 1.718 -0.215 4.529
H 2.287 1.871 3.486

Results
- Gap between HOMO and LUMO: 11.009 eV
- SMILES: COC(=O)OC.COC(=O)OC.COC(=O)OC.COC(=O)OC.COC(=O)OC.COC(=O)OC.COC(=O)OC.COC(=O)OC.ClC(Cl)Cl.ClC(Cl)Cl
- Energy above the lowest of the compared OMol25 structures with the same formula, charge and spin: 54.1 kcal/mol

---

(2)
This record from the Open Molecules 2025 dataset describes a structure of composition C26H50ClF3O2P2Si2Sn at a distorted geometry. The level of theory is ωB97M-V/def2-TZVPD.

Geometry (Å):
Sn 0.262 -0.002 -0.724
C -1.540 0.028 2.307
C -1.960 1.199 1.622
C -2.747 0.776 0.506
Si -1.525 2.918 2.207
C -2.754 -0.639 0.487
C -1.996 -1.115 1.598
Si -1.553 -2.865 2.075
H -1.001 0.010 3.260
H -3.277 1.447 -0.165
H -3.298 -1.269 -0.214
Cl 2.825 0.093 -5.016
C -1.176 -2.945 3.896
C -2.944 -4.024 1.637
C -1.097 2.872 4.020
C -2.950 4.070 1.855
H -3.872 -3.647 2.094
H -2.720 -5.012 2.069
H -3.105 -4.139 0.557
H -0.189 -2.518 4.120
H -1.180 -3.995 4.219
H -1.933 -2.399 4.473
H -3.863 3.632 2.285
H -3.110 4.236 0.781
H -2.763 5.040 2.341
H -1.866 2.316 4.574
H -1.044 3.895 4.419
H -0.124 2.383 4.178
C 0.028 -3.346 1.157
C -0.003 3.462 1.241
P 0.213 -2.745 -0.562
H 0.075 -4.447 1.167
H 0.883 -2.948 1.737
P 0.253 2.772 -0.424
H 0.902 3.173 1.800
H -0.037 4.558 1.125
C 1.860 3.486 -1.026
C -1.017 3.674 -1.442
C -1.078 -3.620 -1.581
C 1.842 -3.429 -1.209
C 2.909 -2.333 -1.188
H 1.608 -3.696 -2.254
C 2.313 -4.674 -0.466
H 2.511 -4.468 0.592
H 3.252 -5.007 -0.919
H 1.616 -5.517 -0.524
H 2.630 -1.465 -1.800
H 3.840 -2.735 -1.604
H 3.105 -1.991 -0.162
H -2.010 -3.375 -1.048
C -0.915 -5.138 -1.603
C -1.121 -3.019 -2.990
H -0.938 -5.611 -0.613
H 0.001 -5.454 -2.115
H -1.756 -5.550 -2.172
H -1.329 -1.940 -2.980
H -1.931 -3.515 -3.537
H -0.180 -3.191 -3.531
H -1.953 3.413 -0.922
C -1.019 3.085 -2.851
C -0.890 5.196 -1.475
H -0.949 5.689 -0.498
H -1.735 5.571 -2.066
H 0.020 5.542 -1.978
H -1.214 2.006 -2.845
H -0.067 3.267 -3.369
H -1.818 3.575 -3.415
C 2.926 2.391 -1.010
C 2.356 4.734 -0.301
H 1.625 3.760 -2.066
H 2.548 4.561 0.764
H 1.687 5.595 -0.396
H 3.307 5.017 -0.766
H 3.094 2.042 0.020
H 3.858 2.810 -1.409
H 2.643 1.532 -1.636
C 1.062 0.072 -5.265
H 0.554 0.070 -4.269
H 0.800 0.977 -5.840
H 0.807 -0.823 -5.860
F 3.657 0.102 3.924
C 2.811 -0.620 3.146
F 3.568 -1.543 2.469
F 2.007 -1.331 4.001
C 1.959 0.197 2.058
O 2.161 1.405 1.973
O 1.177 -0.554 1.350

Results
- Gap between HOMO and LUMO: 6.196 eV

---

(3)
This record from the Open Molecules 2025 dataset describes a cluster of 8 separate species, C26H50N10O2 in total at a distorted geometry. The level of theory is ωB97M-V/def2-TZVPD.

Geometry (Å):
C -0.354 15.006 9.256
O 0.428 15.088 8.349
N -0.012 14.683 10.569
N -1.619 15.335 9.241
H 0.928 14.305 10.652
H -0.709 14.551 11.312
H -1.826 15.852 8.437
H -1.967 15.711 10.087
C -1.086 23.150 12.875
O -1.824 24.116 12.906
N 0.184 23.090 12.402
N -1.473 21.815 13.084
H 0.759 22.286 12.582
H 0.669 23.964 12.382
H -0.935 21.010 13.443
H -2.436 21.726 13.436
C -7.904 16.183 14.882
C -9.275 16.731 14.955
C -9.438 17.750 13.819
C -8.901 19.058 14.127
N -8.547 20.118 14.368
H -7.660 15.655 15.854
H -7.207 17.035 14.684
H -7.736 15.500 14.015
H -9.392 17.190 15.954
H -9.938 15.874 14.841
H -10.491 17.948 13.649
H -8.881 17.446 12.954
C -3.855 16.993 19.200
C -2.334 16.720 19.371
C -1.977 16.996 20.834
C -2.096 18.432 21.163
N -2.166 19.546 21.483
H -4.277 16.193 19.822
H -4.179 16.871 18.145
H -4.147 17.954 19.612
H -1.792 17.385 18.714
H -2.113 15.652 19.198
H -0.915 16.827 21.146
H -2.684 16.446 21.538
C -0.399 15.010 16.428
C -1.791 15.537 16.043
C -2.634 14.577 15.152
C -2.564 14.865 13.736
N -2.440 15.116 12.604
H 0.284 15.790 16.807
H 0.126 14.622 15.556
H -0.513 14.181 17.130
H -1.610 16.508 15.574
H -2.296 15.728 16.989
H -3.737 14.585 15.392
H -2.320 13.506 15.306
C -0.234 20.156 9.451
C -0.930 21.461 9.004
C -2.417 21.465 9.320
C -2.975 20.283 8.657
N -3.189 19.337 8.028
H 0.769 20.036 8.994
H -0.748 19.217 9.285
H -0.202 20.175 10.555
H -0.742 21.566 7.881
H -0.458 22.278 9.511
H -2.967 22.356 8.991
H -2.636 21.379 10.395
C -7.726 22.292 10.525
C -7.589 23.029 11.889
C -6.177 23.574 12.144
C -5.252 22.447 12.336
N -4.497 21.574 12.404
H -8.637 21.722 10.431
H -6.918 21.567 10.449
H -7.646 22.933 9.658
H -7.817 22.360 12.714
H -8.277 23.861 11.978
H -6.110 24.194 13.023
H -5.922 24.111 11.216
C -5.443 18.203 11.767
C -4.020 18.457 12.358
C -4.030 18.521 13.892
C -2.731 18.813 14.400
N -1.649 18.943 14.756
H -5.781 17.190 11.837
H -5.545 18.541 10.721
H -6.100 18.893 12.297
H -3.728 19.454 12.056
H -3.326 17.697 12.058
H -4.402 17.528 14.322
H -4.746 19.229 14.261

Results
- Gap between HOMO and LUMO: 9.513 eV
- SMILES: NC(N)=O.NC(N)=O.CCCC#N.CCCC#N.CCCC#N.CCCC#N.CCCC#N.CCCC#N
- Energy above the lowest of the compared OMol25 structures with the same formula, charge and spin: 0.0 kcal/mol

---

(4)
This record from the Open Molecules 2025 dataset describes a cluster of 3 separate species, C26H50N6O6P in total at a distorted geometry. The level of theory is ωB97M-V/def2-TZVPD.

Geometry (Å):
C 0.534 2.339 3.612
C 1.669 1.774 3.097
C 1.694 0.670 1.940
N 2.662 -0.334 2.557
C 2.290 -0.539 3.741
O 2.059 -0.679 4.870
C 0.310 0.030 1.563
C 0.144 -1.539 1.427
N 1.236 -2.245 0.734
C 1.883 -3.278 1.579
N -0.076 0.918 0.415
C -1.524 0.901 0.131
O -1.845 0.659 -1.260
N -1.079 -0.384 -1.757
O -0.524 -0.091 -2.752
C 0.901 1.598 -0.129
C 0.665 2.608 -1.306
C 0.414 4.125 -0.778
C 1.674 5.071 -0.985
C 0.000 4.204 0.747
C 2.313 1.247 0.564
C 3.238 2.537 0.643
C 4.764 2.198 0.966
O 4.929 1.549 2.231
C 6.326 1.124 2.261
C 6.527 0.219 3.541
P 3.020 0.016 -0.689
C 4.401 -1.038 0.012
C 3.465 0.814 -2.330
H -0.429 2.359 3.042
H 0.584 2.733 4.667
H 2.676 2.126 3.469
H -0.513 0.278 2.314
H -0.796 -1.709 0.807
H -0.068 -2.056 2.417
H 0.942 -2.664 -0.148
H 1.146 -3.866 2.202
H 2.666 -2.877 2.278
H 2.409 -4.016 0.900
H -2.024 1.877 0.418
H -2.073 0.101 0.718
H 1.534 2.680 -2.013
H -0.242 2.361 -1.926
H -0.428 4.573 -1.380
H 1.331 6.112 -1.264
H 2.408 4.710 -1.759
H 2.268 5.190 -0.023
H 0.862 4.105 1.464
H -0.420 5.248 0.912
H -0.818 3.490 1.039
H 2.848 3.363 1.299
H 3.268 2.969 -0.409
H 5.256 1.661 0.098
H 5.274 3.216 1.038
H 6.552 0.462 1.362
H 6.993 2.032 2.219
H 6.571 0.853 4.465
H 7.475 -0.378 3.366
H 5.669 -0.524 3.558
H 3.993 -2.096 0.066
H 4.713 -0.773 1.056
H 5.278 -1.104 -0.708
H 3.508 1.938 -2.336
H 4.513 0.452 -2.592
H 2.805 0.446 -3.173
C -3.413 -1.119 -4.297
C -4.330 -2.268 -3.970
O -3.906 -3.341 -3.567
N -5.666 -2.076 -4.136
C -6.346 -0.882 -4.598
H -2.381 -1.414 -4.117
H -3.516 -0.844 -5.349
H -3.646 -0.263 -3.659
H -6.222 -2.885 -3.899
H -7.037 -0.553 -3.820
H -6.911 -1.132 -5.498
H -5.651 -0.078 -4.824
C -5.724 -3.219 -0.802
C -6.192 -3.431 0.614
O -5.904 -2.658 1.518
N -6.958 -4.526 0.868
C -7.397 -5.543 -0.067
H -5.125 -2.312 -0.856
H -5.107 -4.060 -1.122
H -6.583 -3.108 -1.466
H -7.237 -4.607 1.835
H -8.488 -5.564 -0.071
H -7.021 -6.510 0.272
H -7.038 -5.354 -1.075

Results
- Gap between HOMO and LUMO: 6.578 eV
- Net charge: +1

---

(5)
This record from the Open Molecules 2025 dataset describes a cluster of 4 separate species, C26H50NO10 in total. The level of theory is ωB97M-V/def2-TZVPD.

Geometry (Å):
C -0.287 -2.332 -0.596
C -0.597 -0.987 -1.172
O -1.676 -0.447 -1.068
O 0.439 -0.387 -1.804
C 0.101 0.222 -3.065
C 0.269 1.727 -2.978
C -0.821 2.416 -2.162
C -2.238 2.209 -2.702
C -3.251 2.485 -1.599
N -4.542 1.758 -1.739
C -4.893 1.234 -2.928
C -6.062 0.540 -3.095
C -6.909 0.382 -2.004
C -8.206 -0.388 -2.087
O -8.977 -0.378 -1.182
O -8.378 -1.134 -3.213
C -6.550 0.949 -0.796
C -5.359 1.643 -0.663
C -4.989 2.269 0.635
H -0.033 -2.184 0.455
H -1.208 -2.907 -0.629
H 0.525 -2.833 -1.106
H 0.780 -0.183 -3.814
H -0.904 -0.079 -3.350
H 1.214 1.907 -2.463
H 0.379 2.138 -3.982
H -0.783 2.050 -1.138
H -0.606 3.487 -2.151
H -2.337 1.158 -2.963
H -2.423 2.824 -3.583
H -3.488 3.546 -1.517
H -2.807 2.167 -0.662
H -4.221 1.377 -3.757
H -6.285 0.123 -4.065
H -8.658 -0.576 -3.951
H -7.192 0.843 0.065
H -5.100 3.354 0.550
H -5.653 1.939 1.424
H -3.956 2.091 0.922
C -3.076 7.152 5.145
O -3.588 7.788 3.986
C -3.074 7.276 2.774
C -4.052 6.336 2.104
O -4.272 5.157 2.868
C -5.478 5.195 3.616
H -3.697 7.458 5.984
H -3.109 6.063 5.056
H -2.046 7.467 5.336
H -2.117 6.770 2.940
H -2.895 8.125 2.107
H -3.636 6.028 1.138
H -4.998 6.852 1.916
H -6.346 5.048 2.963
H -5.588 6.139 4.151
H -5.439 4.383 4.339
C 1.771 -5.458 -1.853
O 2.360 -4.565 -0.924
C 2.812 -5.211 0.260
C 4.305 -5.451 0.241
O 4.675 -6.373 -0.771
C 5.207 -5.761 -1.931
H 1.679 -4.930 -2.802
H 2.386 -6.347 -2.002
H 0.772 -5.764 -1.520
H 2.279 -6.155 0.407
H 2.574 -4.553 1.102
H 4.600 -5.884 1.202
H 4.844 -4.507 0.123
H 6.225 -5.400 -1.750
H 4.587 -4.926 -2.268
H 5.237 -6.517 -2.713
C 7.659 -4.731 1.194
O 7.010 -3.473 1.276
C 7.095 -2.874 2.560
C 8.167 -1.809 2.620
O 9.463 -2.352 2.449
C 9.987 -2.182 1.145
H 7.741 -4.990 0.140
H 8.660 -4.697 1.630
H 7.068 -5.500 1.703
H 7.279 -3.634 3.326
H 6.125 -2.411 2.769
H 8.137 -1.337 3.607
H 7.971 -1.035 1.871
H 10.296 -1.144 0.984
H 9.263 -2.466 0.378
H 10.862 -2.824 1.060

Results
- Gap between HOMO and LUMO: 6.088 eV
- Net charge: +1
- Energy above the lowest of the compared OMol25 structures with the same formula, charge and spin: 36.5 kcal/mol